Computed, not measured: a molecular structure, C12H14BN9Tc, with wB97M-V/def2-TZVPD.

Summary:
* HOMO-LUMO gap (spin up / spin down): 6.336 / 4.965 eV
* expectation value of S²: 4.04
* total charge: +4
* spin multiplicity: 4

The geometry in XYZ format:
```
37
Properties=species:S:1:pos:R:3:mulliken_charge:R:1
C 1.062 -2.084 -1.914 -0.11
N 0.336 -1.070 -1.377 0.32
N -0.549 -0.612 -2.352 -0.10
C -0.411 -1.386 -3.441 0.11
C 0.609 -2.304 -3.212 -0.97
B -1.359 0.635 -1.933 -0.05
N -2.156 0.305 -0.639 0.20
N -1.517 -0.141 0.505 0.10
C -2.462 -0.293 1.472 -0.20
C -3.713 0.004 0.914 -0.95
C -3.475 0.384 -0.401 0.20
Tc 0.617 -0.082 0.375 1.19
N -0.323 1.776 -1.609 0.07
N 0.703 1.596 -0.648 0.01
C 1.317 2.809 -0.448 -0.38
C 0.744 3.733 -1.327 -0.84
C -0.314 3.060 -1.975 0.10
H 2.064 2.970 0.315 0.52
H -1.070 3.410 -2.663 0.52
H 1.040 4.739 -1.498 0.49
H -2.165 0.929 -2.754 0.10
H -4.147 0.697 -1.196 0.51
H -1.040 -1.232 -4.312 0.55
H -4.665 -0.055 1.395 0.49
H 0.991 -3.040 -3.898 0.48
H -2.172 -0.619 2.473 0.60
H 1.835 -2.552 -1.333 0.51
H 0.670 -0.259 3.132 -0.29
C 0.501 0.121 4.166 -0.61
H -0.252 0.931 4.163 0.33
H 0.278 -0.717 4.839 0.36
H 1.369 0.671 4.564 0.34
N 2.150 -0.982 0.915 -0.40
C 2.776 -1.876 1.394 0.47
N 3.816 -2.363 1.888 -0.14
C 4.215 -3.198 2.807 0.51
N 4.695 -3.905 3.612 -0.01
```

***

Computed, not measured: 8 unconnected molecules or ions with the total composition ClH14O7, with wB97M-V/def2-TZVPD.

Summary:
* HOMO-LUMO gap: 7.196 eV
* energy relative to the best compared isomer or geometry (same formula, charge and spin): 211.5 kJ/mol
* total charge: -1

The geometry in XYZ format:
```
22
Properties=species:S:1:pos:R:3:mulliken_charge:R:1
Cl 0.200 0.060 -0.197 -1.00
O -4.954 1.279 -3.456 -0.65
H -5.040 2.136 -3.873 0.31
H -4.046 1.248 -3.156 0.34
O -1.483 4.686 2.225 -0.65
H -1.158 4.647 3.125 0.31
H -1.155 3.886 1.816 0.35
O 4.236 -3.219 -1.908 -0.66
H 3.835 -2.378 -1.687 0.35
H 4.243 -3.705 -1.084 0.31
O 2.594 -0.814 4.474 -0.66
H 2.251 -0.750 3.582 0.35
H 2.521 0.075 4.822 0.31
O -0.271 -3.948 -3.800 -0.66
H 0.675 -3.850 -3.697 0.32
H -0.641 -3.180 -3.365 0.34
O -4.366 -2.773 0.800 -0.65
H -4.486 -3.376 1.533 0.31
H -3.474 -2.443 0.905 0.34
O 3.407 4.491 0.841 -0.65
H 4.130 4.278 1.430 0.31
H 2.982 3.650 0.670 0.34
```

***

Computed, not measured: a molecular structure, C31H31NNiO7P3Te, with wB97M-V/def2-TZVPD.

Summary:
* HOMO-LUMO gap (spin up / spin down): 6.777 / 7.525 eV
* expectation value of S²: 2.01
* total charge: -1
* spin multiplicity: 3

The geometry in XYZ format:
```
75
Properties=species:S:1:pos:R:3:mulliken_charge:R:1
Ni 0.193 0.123 0.056 0.61
C 3.607 3.597 0.298 -1.81
C 2.184 3.232 0.703 1.34
O 1.630 4.248 1.574 -0.70
P 2.130 1.778 1.805 0.33
O 2.634 2.379 3.196 -0.55
O 3.328 0.816 1.393 -0.54
O 0.841 1.049 1.905 -0.55
P 0.996 3.165 -0.744 0.83
O 1.995 2.862 -1.976 -0.61
O 0.466 4.555 -0.784 -0.95
O 0.028 2.017 -0.606 -0.80
H 4.196 3.832 1.185 0.41
H 3.579 4.469 -0.356 0.42
H 4.078 2.775 -0.241 0.25
H 1.026 4.761 0.995 0.44
H 2.199 3.235 3.343 0.40
H 3.015 -0.105 1.390 0.29
H 1.568 2.222 -2.564 0.32
C -2.286 3.260 -4.019 -0.49
C -1.409 2.344 -4.587 -0.58
C -1.181 1.128 -3.958 -0.55
C -1.834 0.807 -2.767 0.07
C -2.712 1.726 -2.210 -0.18
C -2.933 2.949 -2.832 -0.64
P -1.344 -0.764 -1.953 1.23
C -2.090 -1.987 -3.121 0.28
C -1.517 -3.251 -3.247 -0.44
C -2.067 -4.204 -4.096 -0.58
C -3.200 -3.904 -4.835 -0.47
C -3.786 -2.648 -4.717 -0.66
C -3.234 -1.698 -3.868 -0.42
C -2.381 -0.884 -0.469 0.38
C -3.682 -1.375 -0.372 -0.40
C -4.293 -1.419 0.873 -0.59
C -3.598 -0.975 1.997 -0.53
C -2.297 -0.493 1.886 -0.07
C -1.649 -0.450 0.652 -0.42
H -2.447 4.221 -4.492 0.33
H -0.891 2.585 -5.507 0.39
H -0.480 0.417 -4.389 0.33
H -3.197 1.495 -1.269 0.40
H -3.595 3.673 -2.374 0.37
H -0.635 -3.494 -2.666 0.28
H -1.606 -5.181 -4.183 0.41
H -3.628 -4.644 -5.501 0.36
H -4.672 -2.407 -5.291 0.39
H -3.691 -0.718 -3.790 0.44
H -4.217 -1.726 -1.249 0.39
H -5.301 -1.803 0.972 0.37
H -4.077 -1.015 2.971 0.35
H -1.776 -0.165 2.781 0.44
N 2.945 -9.045 2.822 -0.54
C 2.658 -7.980 2.494 0.01
C 2.297 -6.648 2.084 0.59
C 3.174 -5.585 2.293 -0.71
C 2.827 -4.308 1.895 -0.44
C 1.597 -4.056 1.273 0.13
C 0.721 -5.134 1.076 -0.34
C 1.065 -6.411 1.474 -0.66
C 1.240 -2.744 0.835 0.17
C 0.956 -1.650 0.371 -0.62
H 4.128 -5.774 2.769 0.43
H 3.509 -3.483 2.051 0.49
H -0.235 -4.941 0.606 0.54
H 0.384 -7.239 1.321 0.42
C 4.284 0.087 -3.269 -1.20
Te 2.981 -0.584 -1.688 0.47
C 2.169 -2.135 -2.898 -0.62
H 3.723 0.580 -4.061 0.36
H 4.826 -0.771 -3.667 0.35
H 4.992 0.794 -2.836 0.32
H 2.980 -2.743 -3.296 0.52
H 1.572 -1.718 -3.707 0.33
H 1.540 -2.729 -2.239 -0.28
```

***

Computed, not measured: a molecular structure, C47H45BBr2F8N2O11S2, with wB97M-V/def2-TZVPD.

Summary:
* HOMO-LUMO gap: 8.367 eV
* total charge: 0

The geometry in XYZ format:
```
118
Properties=species:S:1:pos:R:3:mulliken_charge:R:1
N 1.207 2.899 -1.544 -0.52
B 1.181 1.512 -1.012 1.30
O 2.194 0.672 -1.375 -0.93
C 0.001 1.115 -0.010 -0.63
C 0.333 0.979 1.347 0.89
C 1.748 1.184 1.879 -1.52
C 2.753 0.069 1.432 -0.56
C 3.233 -0.851 2.544 0.11
F 3.782 -1.965 1.942 -0.22
Br 1.773 -1.506 3.662 0.09
C 4.411 -0.227 3.420 0.59
F 5.586 -0.621 2.887 -0.22
F 4.366 1.106 3.376 -0.20
Br 4.479 -0.879 5.270 -0.16
C -0.665 0.678 2.262 -0.72
C -1.973 0.500 1.854 -0.92
C -2.267 0.633 0.520 1.46
C -1.310 0.919 -0.455 -2.24
N -1.635 1.038 -1.859 1.67
C -1.831 -0.267 -2.516 1.11
F -2.972 -0.222 -3.281 -0.39
F -2.004 -1.305 -1.649 -0.15
C -0.704 -0.671 -3.473 -0.20
C 0.439 -1.194 -2.893 -0.70
C 1.504 -1.624 -3.664 -1.04
C 1.382 -1.525 -5.043 -0.75
C 0.253 -0.991 -5.610 0.05
C 0.081 -0.875 -7.117 0.93
F -0.446 0.357 -7.383 -0.26
F -0.795 -1.764 -7.607 -0.26
F 1.247 -0.940 -7.772 -0.27
C -0.823 -0.554 -4.840 -0.23
C -2.804 1.891 -2.054 -1.31
C -3.973 1.737 -1.309 0.85
C -5.074 2.539 -1.523 -0.61
C -4.966 3.529 -2.483 -0.60
C -3.824 3.735 -3.207 0.23
O -3.737 4.767 -4.135 -0.43
C -3.217 5.936 -3.530 -0.17
O -3.994 6.706 -3.016 -0.50
C -1.738 6.209 -3.581 0.31
C -0.968 6.077 -2.442 0.06
C 0.400 6.286 -2.459 -0.54
C 1.018 6.654 -3.637 -0.43
C 0.261 6.807 -4.792 -0.70
C -1.101 6.590 -4.748 0.09
C -2.706 2.898 -3.024 0.26
S -1.199 3.086 -3.980 0.32
S -3.951 0.444 -0.071 -0.42
H 1.472 3.510 -0.768 0.26
H 0.252 3.176 -1.773 -0.25
H 2.688 1.160 -2.054 0.20
H 2.135 2.134 1.471 0.42
H 1.724 1.317 2.965 0.84
H 3.600 0.526 0.902 0.41
H 2.238 -0.556 0.692 0.16
H -0.422 0.583 3.320 0.69
H -2.754 0.247 2.569 0.57
H 0.508 -1.269 -1.808 0.56
H 2.374 -2.038 -3.161 0.55
H 2.206 -1.892 -5.656 0.45
H -1.723 -0.152 -5.301 0.72
H -5.982 2.383 -0.946 0.45
H -5.817 4.191 -2.643 0.48
H -1.400 5.797 -1.477 0.39
H 0.988 6.151 -1.554 0.43
H 2.088 6.845 -3.712 0.38
H 0.755 7.081 -5.723 0.40
H -1.649 6.739 -5.680 0.40
H -1.333 2.123 -4.928 0.04
O 7.770 -6.539 0.200 -0.57
C 7.313 -5.840 1.055 0.45
O 7.696 -5.905 2.356 -0.35
C 6.886 -5.019 3.148 -0.55
C 6.344 -3.992 2.170 0.13
C 6.218 -4.805 0.888 -0.40
H 6.093 -5.604 3.621 0.29
H 7.499 -4.567 3.926 0.32
H 5.413 -3.537 2.497 -0.13
H 7.075 -3.194 2.028 0.23
H 5.256 -5.317 0.822 0.26
H 6.388 -4.200 0.002 0.32
O -4.183 -2.216 5.273 -0.62
C -3.338 -2.706 4.581 0.33
O -2.613 -1.995 3.680 -0.22
C -1.760 -2.885 2.931 0.25
C -1.604 -4.113 3.804 -0.39
C -2.942 -4.167 4.530 -0.42
H -2.243 -3.112 1.981 0.01
H -0.807 -2.398 2.736 -0.11
H -1.372 -5.012 3.238 0.19
H -0.800 -3.954 4.528 0.40
H -3.692 -4.717 3.959 0.23
H -2.847 -4.580 5.531 0.32
O 0.438 3.176 3.738 -0.51
C -0.519 3.682 4.254 0.45
O -1.789 3.292 4.000 -0.25
C -2.713 4.156 4.684 -0.50
C -1.915 4.770 5.821 -0.55
C -0.514 4.844 5.225 -0.52
H -3.075 4.905 3.976 0.28
H -3.559 3.572 5.039 0.33
H -2.307 5.731 6.152 0.34
H -1.913 4.096 6.679 0.28
H -0.355 5.769 4.667 0.29
H 0.258 4.718 5.979 0.31
O -3.231 -5.234 1.219 -0.55
C -2.384 -5.546 0.433 0.57
O -1.059 -5.541 0.728 -0.29
C -0.296 -5.855 -0.451 -0.29
C -1.260 -6.593 -1.365 -0.51
C -2.595 -5.948 -1.011 -0.46
H 0.061 -4.920 -0.892 0.13
H 0.562 -6.464 -0.175 0.31
H -0.997 -6.517 -2.418 0.35
H -1.283 -7.652 -1.100 0.28
H -2.784 -5.050 -1.602 0.16
H -3.423 -6.645 -1.102 0.32
```

***

Computed, not measured: a single H5IP4 molecule, with wB97M-V/def2-TZVPD.

Summary:
* HOMO-LUMO gap (spin up / spin down): 7.246 / 6.437 eV
* expectation value of S²: 2.01
* total charge: 0
* spin multiplicity: 3

The geometry in XYZ format:
```
10
Properties=species:S:1:pos:R:3:mulliken_charge:R:1
P 0.097 2.519 0.201 -0.14
P 0.822 -2.561 0.210 -0.16
P -0.456 0.493 -0.295 -0.13
P 1.402 -0.508 0.210 0.01
I -3.114 0.269 0.123 -0.19
H -0.591 2.101 1.448 0.13
H -1.070 3.166 -0.441 0.12
H 1.802 -2.717 -0.785 0.09
H 1.808 -3.101 1.146 0.10
H -0.700 0.339 -1.816 0.18
```

***

Computed, not measured: a gas-phase ion, C4H11N2S (charge -1), with wB97M-V/def2-TZVPD.

Summary:
* HOMO-LUMO gap: 6.120 eV
* energy relative to the best compared isomer or geometry (same formula, charge and spin): 98.1 kJ/mol
* total charge: -1
* SMILES: CNC[C@H](N)C[S-]

The geometry in XYZ format:
```
18
Properties=species:S:1:pos:R:3:mulliken_charge:R:1
N -0.414 1.325 0.867 -0.62
C 0.716 0.403 0.626 0.42
C 2.051 1.041 0.288 -0.99
S 2.382 1.555 -1.449 -0.67
C 0.368 -0.660 -0.403 -1.06
N -0.767 -1.535 -0.045 -0.31
C -2.059 -1.214 -0.622 -0.81
H -0.223 2.313 0.743 0.28
H -1.091 1.169 0.131 0.15
H 0.768 -0.114 1.597 0.09
H 2.220 1.900 0.952 0.33
H 2.874 0.372 0.556 0.28
H 1.217 -1.304 -0.591 0.32
H 0.191 -0.231 -1.348 0.44
H -0.893 -1.616 0.954 0.26
H -2.446 -0.197 -0.444 0.27
H -2.794 -1.852 -0.122 0.33
H -2.099 -1.356 -1.690 0.27
```

***

Computed, not measured: a single C14H15N3O2 molecule, with wB97M-V/def2-TZVPD.

Summary:
* HOMO-LUMO gap: 7.826 eV
* energy relative to the best compared isomer or geometry (same formula, charge and spin): 175.6 kJ/mol
* total charge: 0
* SMILES: C=C(C)C(=O)NC1=NN(c2ccccc2)C(=O)[C@H]1C

The geometry in XYZ format:
```
34
Properties=species:S:1:pos:R:3:mulliken_charge:R:1
O -1.403 -3.651 1.063 -0.65
O -0.491 0.034 -2.637 -0.65
N -0.307 0.301 0.810 -0.99
C -1.428 -2.888 2.033 0.71
C -0.475 -0.088 -1.408 0.14
C -0.619 -0.975 0.667 -0.05
C -2.512 -4.566 3.580 -0.95
C -1.824 -3.376 3.377 0.53
C 0.167 5.094 -0.921 -0.25
C 0.188 4.305 -2.066 -0.76
C -0.043 4.531 0.327 -0.63
C 0.115 2.900 -1.888 -0.25
C -0.180 3.152 0.483 -0.25
C -0.112 2.274 -0.629 0.49
N -0.983 -1.601 1.823 -0.04
N -0.234 0.886 -0.434 0.63
C -1.437 -2.504 4.559 -1.26
C 0.583 -2.367 -1.124 -1.31
C -0.627 -1.477 -0.754 0.50
H -2.837 -4.891 4.589 0.27
H -2.704 -5.225 2.729 0.29
H 0.263 6.192 -1.042 0.31
H 0.314 4.765 -3.059 0.34
H -0.115 5.228 1.161 0.33
H 0.182 2.294 -2.773 0.40
H -0.291 2.754 1.473 0.37
H -0.961 -0.972 2.623 0.21
H -0.355 -2.415 4.573 0.35
H -1.711 -2.936 5.554 0.34
H -1.912 -1.513 4.438 0.29
H 0.495 -3.355 -0.704 0.35
H 1.514 -1.876 -0.767 0.33
H 0.609 -2.504 -2.222 0.34
H -1.567 -1.946 -1.041 0.50
```

***

Computed, not measured: a single CH2F2O3 molecule, with wB97M-V/def2-TZVPD.

Summary:
* HOMO-LUMO gap: 12.288 eV
* energy relative to the best compared isomer or geometry (same formula, charge and spin): 9.5 kJ/mol
* total charge: 0
* SMILES: OOC(O)(F)F

The geometry in XYZ format:
```
8
Properties=species:S:1:pos:R:3:mulliken_charge:R:1
C -0.173 -0.645 0.024 0.93
O -1.540 -0.686 -0.113 -0.47
O 1.376 1.180 0.157 -0.37
O 0.019 0.735 0.367 -0.30
F 0.351 -1.345 1.025 -0.25
F 0.391 -1.001 -1.121 -0.23
H -1.869 0.056 0.340 0.35
H 1.444 1.705 -0.679 0.34
```

***

Computed, not measured: 2 unconnected molecules or ions with the total composition C2H3BrO2, with wB97M-V/def2-TZVPD.

Summary:
* HOMO-LUMO gap (spin up / spin down): 10.029 / 8.379 eV
* energy relative to the best compared isomer or geometry (same formula, charge and spin): 822.6 kJ/mol
* total charge: 0

The geometry in XYZ format:
```
8
Properties=species:S:1:pos:R:3:mulliken_charge:R:1
C -0.302 0.553 0.059 0.35
C 0.344 -0.678 -0.415 -0.42
O 0.204 1.623 0.682 -0.21
O -0.496 1.716 -0.572 -0.25
Br 2.278 -0.696 0.025 -0.12
H -2.225 -0.204 1.674 0.04
H 0.261 -0.741 -1.501 0.31
H -0.064 -1.573 0.048 0.30
```

***

Computed, not measured: a single C8H7N3O molecule, with wB97M-V/def2-TZVPD.

Summary:
* HOMO-LUMO gap: 9.313 eV
* energy relative to the best compared isomer or geometry (same formula, charge and spin): 554.1 kJ/mol
* total charge: 0
* SMILES: Cn1nnc2ccccc2c1=O

The geometry in XYZ format:
```
19
Properties=species:S:1:pos:R:3:mulliken_charge:R:1
C -0.307 0.916 -3.221 -0.78
C -0.562 0.103 0.821 0.69
C -0.944 0.137 2.226 -0.39
C -0.125 -0.701 3.045 -0.43
C 0.835 -1.434 2.330 -0.39
C 1.127 -1.290 1.048 -0.62
C 0.444 -0.452 0.205 0.50
C 0.745 -0.042 -1.082 0.14
H 0.195 2.070 -3.490 0.27
H 0.004 -0.006 -3.623 0.34
H -1.622 0.996 -3.326 0.28
H -1.888 0.765 2.308 0.38
H -0.228 -0.682 4.146 0.37
H 1.467 -2.105 2.997 0.29
H 2.072 -1.276 0.688 0.41
N -0.175 0.786 -1.656 0.60
N -1.335 1.133 -1.023 -0.55
N -1.633 0.774 0.116 -0.41
O 1.841 -0.254 -1.749 -0.70
```

***

Computed, not measured: a molecular structure, C11H19NOPSn, with wB97M-V/def2-TZVPD.

Summary:
* HOMO-LUMO gap: 9.401 eV
* energy relative to the best compared isomer or geometry (same formula, charge and spin): 0.0 kJ/mol
* total charge: +1

The geometry in XYZ format:
```
34
Properties=species:S:1:pos:R:3:mulliken_charge:R:1
C 0.707 0.863 -3.345 -0.69
C 1.029 -0.165 -4.300 -0.36
C 2.388 -0.618 -4.121 -0.62
C 3.001 0.228 -3.170 -0.08
C 1.967 1.024 -2.537 -0.63
Sn 1.150 -1.013 -2.077 0.61
P -1.798 -1.662 -2.176 -0.20
H -0.187 1.443 -3.233 0.46
H 0.542 -0.492 -5.210 0.47
H 2.955 -1.374 -4.717 0.42
H 2.132 1.774 -1.802 0.58
H 4.095 0.356 -3.095 0.44
H -2.265 -2.766 -1.398 0.12
H -2.372 -1.959 -3.471 0.14
H -2.674 -0.617 -1.714 0.13
O 0.503 -0.242 -0.111 -0.49
C -0.087 0.349 0.812 0.33
C -1.528 0.028 1.193 -0.07
C -1.551 -0.989 2.307 -0.59
C -1.189 -0.395 3.691 -0.67
C 0.110 0.385 3.800 -0.57
C 0.218 1.642 2.870 -0.81
N 0.570 1.222 1.542 -0.05
H -1.995 0.988 1.457 0.42
H -2.025 -0.341 0.286 -0.34
H -2.544 -1.439 2.381 0.36
H -0.855 -1.800 2.075 0.34
H -2.014 0.244 4.038 0.30
H -1.117 -1.236 4.392 0.32
H 0.218 0.775 4.825 0.36
H 0.985 -0.267 3.636 0.32
H -0.757 2.149 2.871 0.28
H 0.996 2.311 3.236 0.46
H 1.391 1.596 1.065 0.30
```

***

Computed, not measured: a gas-phase ion, C2HN4O3 (charge +1), with wB97M-V/def2-TZVPD.

Summary:
* HOMO-LUMO gap (spin up / spin down): 6.882 / 8.687 eV
* expectation value of S²: 2.02
* total charge: +1
* spin multiplicity: 3

The geometry in XYZ format:
```
10
Properties=species:S:1:pos:R:3:mulliken_charge:R:1
C -0.605 -0.592 -2.538 0.43
C -0.130 0.659 0.967 0.53
N -0.377 -0.680 -1.366 0.23
N 0.216 -1.350 -0.446 -0.32
N 0.297 -0.761 0.689 0.26
N 0.588 1.185 1.924 0.28
O -1.124 -0.350 -3.524 -0.16
O 1.422 1.914 2.217 -0.28
O -1.219 1.107 0.683 -0.31
H 0.932 -1.133 1.393 0.34
```